C3H10BeClNNbO2 | wB97M-V/def2-TZVPD

Output
* maximum force: 0.125 Eh/bohr
* DFT total energy: -856.97277 a.u.
* LUMO energy: -6.00 eV
* orbital gap: 6.48 eV
* total charge: +1

Geometry (Å):
C (2.654, -0.552, -0.453)
C (1.583, 0.554, -0.731)
O (1.205, 0.787, -1.790)
O (1.126, 1.163, 0.412)
C (-0.385, 1.292, 0.491)
Nb (-1.533, -0.699, 0.417)
N (-2.939, 0.017, -0.922)
Cl (0.333, -1.264, 1.937)
H (3.235, -0.821, -1.341)
H (2.074, -1.436, -0.063)
H (3.302, -0.162, 0.412)
H (-0.598, 1.744, 1.480)
H (-0.802, 1.989, -0.248)
H (-0.608, -1.343, -1.027)
H (-2.233, -2.353, 0.639)
H (-2.530, -0.181, 1.868)
H (-3.308, 0.874, -0.495)
H (-2.392, 0.373, -1.714)
Be (1.817, 0.017, 1.129)